Computed, not measured: a molecular structure, C34H82CrF12N8O17S4, with wB97M-V/def2-TZVPD.

Results
**Orbital gap (spin up / spin down)**: 3.37 / 5.45 eV
**⟨S²⟩**: 6.019
**LUMO (spin up / spin down)**: -5.462 / -3.377 eV
**Charge**: 0
**Multiplicity**: 5
**HOMO (spin up / spin down)**: -8.83 / -8.83 eV

Positions of all 158 atoms, in Å:
Cr  -3.446  -2.095  0.652
C  -2.491  -7.525  2.143
F  -2.786  -8.857  2.227
F  -1.366  -7.388  2.919
F  -2.139  -7.065  0.950
S  -4.002  -6.401  2.839
O  -4.872  -6.361  1.657
O  -4.559  -7.058  4.028
N  -3.215  -4.820  3.067
S  -2.604  -4.886  4.497
O  -2.124  -6.135  5.045
O  -1.531  -3.903  4.578
C  -3.997  -4.301  5.845
F  -3.569  -4.777  7.077
F  -4.188  -2.976  5.905
F  -5.147  -4.855  5.473
C  -0.573  0.292  -3.544
F  -1.764  0.110  -4.117
F  0.182  -0.854  -3.675
F  0.136  1.240  -4.097
S  -0.793  0.681  -1.695
O  0.133  1.744  -1.393
O  -2.192  0.949  -1.419
N  -0.435  -0.838  -0.814
S  1.149  -0.747  -0.591
O  1.924  -0.379  -1.820
O  1.370  0.202  0.511
C  1.660  -2.529  -0.154
F  2.050  -3.128  -1.281
F  2.601  -2.560  0.825
F  0.672  -3.123  0.381
C  -3.687  -3.693  -2.249
O  -4.257  -2.629  -1.565
C  -5.583  -2.319  -2.040
C  -6.283  -1.439  -0.998
N  -6.168  -1.914  0.372
C  -6.643  -0.945  1.320
C  -5.662  0.268  1.543
O  -4.379  -0.282  1.739
C  -3.451  0.658  2.260
H  -2.614  -3.840  -2.127
H  -3.782  -3.630  -3.333
H  -4.266  -4.598  -2.065
H  -6.211  -3.191  -2.224
H  -5.486  -1.765  -2.974
H  -7.322  -1.629  -1.266
H  -5.978  -0.417  -1.223
H  -6.904  -2.605  0.405
H  -6.787  -1.341  2.325
H  -7.600  -0.562  0.968
H  -5.964  0.764  2.465
H  -5.706  1.114  0.857
H  -2.541  0.214  2.665
H  -3.850  1.399  2.952
H  -3.149  1.150  1.335
C  4.301  -6.569  8.175
C  5.259  -5.322  8.021
C  6.601  -5.496  8.779
O  6.302  -5.782  10.161
C  7.497  -6.116  10.933
N  5.544  -5.146  6.611
H  4.391  -7.002  9.171
H  4.625  -7.382  7.526
H  3.298  -6.234  7.907
H  4.746  -4.495  8.513
H  7.172  -4.570  8.721
H  7.148  -6.269  8.240
H  7.171  -6.473  11.910
H  8.121  -5.250  11.158
H  8.038  -6.906  10.412
H  4.796  -4.692  6.107
H  6.275  -4.502  6.342
C  -9.165  10.017  1.662
C  -8.365  9.402  0.507
C  -7.486  8.232  1.080
O  -6.693  7.636  -0.030
C  -5.408  7.264  0.206
N  -9.344  8.999  -0.527
H  -9.405  11.025  1.326
H  -8.521  10.200  2.523
H  -10.058  9.415  1.830
H  -7.659  10.151  0.148
H  -8.162  7.461  1.451
H  -6.763  8.511  1.846
H  -5.428  6.855  1.216
H  -4.667  8.060  0.138
H  -5.089  6.647  -0.635
H  -9.885  8.228  -0.163
H  -8.762  8.419  -1.115
C  6.197  -0.615  -5.910
C  6.401  0.277  -7.199
C  5.108  1.099  -7.382
O  4.978  2.082  -8.374
C  3.699  2.488  -8.870
N  7.515  1.028  -6.669
H  5.281  -1.195  -6.017
H  5.901  0.084  -5.128
H  7.055  -1.237  -5.657
H  6.571  -0.495  -7.950
H  4.777  1.521  -6.433
H  4.289  0.421  -7.623
H  3.882  3.247  -9.632
H  3.071  2.906  -8.084
H  3.199  1.646  -9.349
H  8.151  1.564  -7.242
H  7.986  0.338  -6.101
C  -7.910  7.829  -8.643
C  -6.945  7.280  -7.612
C  -7.616  6.449  -6.458
O  -6.749  6.049  -5.468
C  -6.103  4.801  -5.662
N  -5.860  6.488  -8.276
H  -7.354  8.428  -9.364
H  -8.616  8.416  -8.057
H  -8.395  6.958  -9.084
H  -6.547  8.149  -7.088
H  -8.252  5.651  -6.840
H  -8.276  7.206  -6.034
H  -6.817  4.139  -6.152
H  -5.786  4.388  -4.704
H  -5.266  4.813  -6.360
H  -6.018  5.504  -8.111
H  -5.013  6.648  -7.749
C  7.330  -9.222  1.141
C  8.470  -8.311  0.744
C  8.003  -7.034  -0.005
O  9.058  -6.073  -0.031
C  8.744  -4.946  -0.705
N  9.131  -7.948  2.007
H  6.831  -9.436  0.196
H  6.650  -8.831  1.897
H  7.734  -10.160  1.521
H  9.112  -8.900  0.089
H  7.193  -6.653  0.616
H  7.549  -7.315  -0.955
H  7.698  -4.809  -0.431
H  8.729  -5.298  -1.736
H  9.357  -4.045  -0.741
H  9.454  -8.786  2.468
H  8.324  -7.623  2.520
C  5.606  1.508  5.048
C  6.461  2.438  4.151
O  7.854  2.218  4.330
H  5.693  0.429  4.919
H  4.552  1.746  4.904
H  5.912  1.790  6.055
H  6.060  3.445  4.265
H  6.253  2.156  3.119
H  8.107  1.400  3.896
C  3.942  7.102  0.338
C  2.638  7.707  -0.134
O  1.482  6.996  0.268
H  4.765  7.802  0.197
H  4.173  6.237  -0.285
H  3.856  6.794  1.380
H  2.548  7.704  -1.220
H  2.526  8.752  0.155
H  1.435  6.080  -0.013